1.
{
  "formula": "C34H70F4N5O10",
  "method": "the ωB97M-V functional and the def2-TZVPD basis",
  "lumo_ev": -2.26,
  "charge": 1,
  "homo_ev": -9.7378,
  "max_force_ev_per_a": 1.633,
  "orbital_gap_ev": 7.5,
  "elements": ["H", "H", "H", "H", "H", "H", "F", "H", "C", "H", "H", "C", "C", "H", "H", "C", "C", "H", "H", "C", "H", "H", "C", "H", "O", "C", "H", "N", "O", "H", "H", "H", "C", "H", "C", "C", "H", "C", "H", "F", "H", "H", "N", "H", "C", "H", "H", "H", "N", "O", "H", "H", "C", "O", "H", "H", "H", "N", "H", "H", "C", "C", "C", "H", "C", "C", "C", "C", "H", "H", "O", "O", "H", "H", "C", "C", "N", "H", "C", "H", "C", "H", "O", "H", "H", "H", "H", "H", "H", "F", "H", "H", "C", "H", "H", "H", "H", "H", "F", "C", "C", "H", "H", "C", "H", "H", "O", "H", "H", "O", "C", "H", "C", "H", "H", "C", "O", "C", "H", "H", "C", "H", "H"],
  "positions_angstrom": [[-2.994, 1.300, -0.223], [4.890, -3.878, 5.376], [6.812, -2.617, 5.779], [7.450, -4.622, 0.512], [5.664, -4.358, -1.919], [-5.410, 5.594, -4.345], [3.491, -7.017, 2.165], [-1.583, 3.189, 0.560], [5.115, -3.099, -0.313], [-1.607, 1.306, -1.313], [-4.333, 1.596, -5.867], [-0.745, 6.902, -2.299], [5.696, -1.152, 2.153], [5.378, -0.523, 2.977], [-8.951, 0.913, -5.444], [4.675, -2.835, 5.581], [-2.146, 4.110, 0.403], [-8.171, 3.184, -6.784], [-2.701, -3.143, -0.221], [1.780, -5.711, 3.217], [-4.440, -1.073, -0.448], [5.266, -5.268, -0.490], [-7.228, 1.257, -4.182], [-1.927, 4.460, -0.610], [7.878, -3.262, -1.012], [4.616, -3.220, 1.093], [-1.575, 9.002, -0.084], [-6.311, 1.447, -5.298], [-4.385, 3.846, -4.446], [3.204, -5.091, 4.662], [-1.805, 4.852, 1.129], [-2.037, -2.056, 2.917], [-4.895, 1.468, -4.939], [-5.251, 4.402, 1.357], [7.170, -1.485, 2.287], [3.771, -4.185, 1.596], [-4.921, 2.477, -2.992], [-5.625, 4.528, -4.403], [-2.291, 8.676, -1.666], [5.407, -0.487, 0.998], [-7.148, 0.222, -3.833], [-9.473, 4.249, -6.235], [-2.110, -0.716, 1.353], [10.288, -4.401, -1.637], [-9.097, 3.228, -6.200], [-1.783, -4.562, -0.719], [-0.677, -0.945, 2.839], [-9.310, 1.245, -3.745], [-3.837, 6.619, -0.875], [-3.516, 3.794, 0.555], [-2.802, -1.277, 0.874], [7.429, -1.396, 3.338], [-4.205, -0.481, -1.340], [-2.815, -0.304, -1.534], [-5.248, 5.119, -0.972], [-3.853, 8.358, 0.277], [3.857, -2.804, 6.293], [4.866, -2.359, 2.175], [-3.350, 2.285, -3.744], [-3.892, 5.432, 1.759], [2.489, -7.052, 3.055], [-1.702, -3.582, -0.252], [-8.664, 1.524, -4.583], [-6.539, 2.311, -5.770], [-3.149, 7.574, -0.016], [5.783, -4.380, -0.838], [-1.332, -1.579, 2.230], [-4.814, 5.765, -0.204], [11.062, -3.723, -0.190], [5.894, -2.429, 7.234], [4.219, -2.148, 4.382], [-8.891, 2.901, -4.840], [-5.623, 6.401, 0.168], [-4.714, 0.484, -1.271], [-2.227, 0.666, -0.678], [7.266, -4.475, -0.553], [3.521, -3.916, 2.933], [1.975, -3.886, 4.295], [5.952, -0.642, 6.054], [-1.533, 6.228, -2.651], [9.122, -2.997, -0.524], [0.207, 6.378, -2.366], [1.221, -5.300, 2.005], [7.359, -2.506, 1.978], [0.252, -2.286, 0.893], [7.694, -5.311, -1.101], [-4.631, 0.481, -4.544], [5.753, -2.241, -0.459], [4.237, -2.932, -0.933], [3.017, -7.422, 4.230], [-4.589, -1.017, -2.207], [0.260, -5.232, 2.059], [-4.355, 4.868, 0.941], [-7.001, 1.915, -3.332], [5.195, -0.242, 5.389], [-0.709, 7.775, -2.957], [7.766, -0.807, 1.692], [-0.613, -0.602, -0.165], [1.630, -7.985, 2.666], [-0.477, -2.682, 1.611], [-4.396, 2.521, -3.956], [-6.214, 4.243, -3.527], [-6.213, 4.357, -5.308], [5.906, -2.171, 6.178], [9.817, -4.952, -0.028], [-2.762, 7.112, 0.902], [9.368, -1.913, -0.120], [5.829, -0.151, 7.012], [0.991, -5.928, 3.936], [-1.181, -3.774, 1.057], [4.205, -2.808, 3.247], [6.922, -0.334, 5.678], [2.638, -4.628, 3.863], [-9.837, 2.567, -6.661], [0.104, -3.116, 2.426], [10.137, -4.091, -0.609], [-0.924, 7.283, -0.949], [-1.336, 0.031, 0.369], [-1.044, -2.956, -0.857], [-3.152, 6.032, -1.331], [-1.976, 8.214, -0.726], [3.326, -4.985, 1.046], [-0.776, 0.818, 0.883]],
  "atomic_forces_ev_per_a": [[0.0002, -0.0551, 0.0915], [-0.0171, -0.1382, -0.2775], [0.0834, -0.0532, -0.2326], [0.0987, 0.0741, 0.1474], [0.0144, -0.0781, -0.1445], [0.0316, -0.0072, 0.0279], [0.1254, 0.0345, -0.1214], [-0.0060, 0.0092, 0.0479], [-0.3275, -0.3561, 0.0461], [0.0125, 0.0268, 0.0314], [0.0407, -0.0365, 0.0134], [0.0478, -0.0339, 0.0653], [0.3894, 0.1012, 0.3405], [-0.2111, 0.0322, 0.1033], [0.0683, 0.0175, -0.0577], [0.2013, 0.0191, 0.7010], [-0.0548, -0.1959, -0.1426], [-0.0220, -0.0623, -0.0399], [0.0259, 0.0979, -0.0423], [-0.5762, 0.0524, 0.0193], [0.0192, 0.0770, 0.0646], [0.0157, -0.1850, 0.1365], [0.1156, 0.0892, -0.1213], [0.0803, 0.1281, 0.0528], [-0.4426, -0.1001, 0.3960], [-0.7116, -0.8176, 1.0281], [0.0110, 0.0104, -0.0231], [0.0048, 0.1524, 0.1181], [-0.0538, 0.0181, -0.0093], [0.2153, 0.0447, 0.1140], [-0.0588, 0.0719, -0.0106], [0.0475, 0.0029, 0.0515], [-0.1271, -0.0608, -0.1783], [0.0104, -0.0231, 0.0053], [-0.4485, -0.1316, 0.0384], [0.9880, 1.0085, -0.8201], [-0.1143, 0.0265, -0.0493], [0.1185, 0.1103, -0.0571], [-0.0467, -0.0666, -0.0381], [-0.0505, 0.0033, -0.1887], [0.0171, -0.0051, 0.0230], [0.0031, 0.0011, 0.0288], [0.1214, -0.1717, -0.1453], [-0.0540, -0.0713, -0.1792], [-0.0098, 0.0559, 0.0756], [0.0271, -0.0147, 0.0294], [0.0594, -0.0227, -0.0312], [-0.0175, -0.0099, -0.0202], [0.1213, -0.1250, 0.1324], [0.1044, -0.0208, -0.0084], [-0.0586, 0.0428, -0.0114], [0.2026, 0.0198, 0.1067], [-0.0230, -0.0145, -0.2008], [-0.1316, -0.1352, 0.1862], [-0.0539, -0.0055, 0.0238], [-0.0159, -0.0038, 0.0261], [-0.2571, 0.1428, -0.0740], [-0.3798, -0.4678, -0.4723], [0.0037, -0.0141, 0.0022], [0.0836, 0.0492, -0.0751], [0.0114, 0.0413, -0.1073], [-0.0394, -0.1364, 0.0124], [-0.0865, -0.0680, 0.1796], [-0.0310, 0.0146, -0.0086], [-0.0358, -0.1670, -0.0860], [0.0793, 0.5412, -0.4306], [-0.3190, 0.0771, -0.0531], [0.0205, 0.0949, -0.2065], [0.1823, 0.0522, -0.0071], [0.0626, -0.1961, 0.1254], [-0.2036, -0.2981, -0.0351], [0.0578, 0.0082, -0.1281], [0.0019, 0.0014, 0.0523], [-0.0546, -0.0208, 0.0401], [0.1350, 0.2556, -0.1782], [-0.0550, -0.0941, -0.2566], [0.4072, 0.1369, -0.1192], [-0.0949, 0.1136, 0.0885], [0.1644, -0.0132, 0.0505], [-0.0305, 0.0534, -0.0538], [0.1648, -0.5889, -0.4819], [0.0032, 0.0068, 0.0276], [0.2365, -0.0463, -0.1428], [0.1533, -0.0925, -0.2105], [-0.0910, 0.0011, -0.1076], [-0.0027, -0.2551, 0.0488], [0.0209, 0.0166, 0.0548], [0.2152, 0.0962, 0.0777], [-0.1092, 0.1582, -0.0658], [0.0679, -0.0911, 0.2062], [0.0249, -0.0013, -0.0184], [-0.1119, 0.0094, -0.2246], [-0.1843, 0.0010, 0.1107], [-0.0444, -0.0484, 0.0720], [-0.1080, 0.0067, -0.1175], [-0.0145, 0.0017, -0.0259], [0.1675, 0.1354, -0.0867], [0.0720, 0.0769, -0.0282], [-0.0786, -0.0790, -0.0249], [0.1873, 0.1683, 0.1772], [0.2226, -0.0777, 0.1639], [-0.0452, -0.0527, -0.0110], [-0.0939, -0.0515, 0.0567], [-0.1069, 0.2645, 0.0317], [-0.0033, -0.2070, -0.0198], [0.0075, 0.0811, 0.0568], [0.1236, 1.2029, 0.3820], [-0.0931, 0.0141, 0.1637], [0.0250, -0.0533, 0.2348], [0.0398, -0.1218, 0.1028], [0.1268, 0.2825, -0.1289], [0.1004, 0.1205, -0.0967], [-0.0931, 0.0281, -0.1451], [0.0058, -0.0133, -0.0259], [0.0976, 0.0797, 0.1014], [-0.0140, -0.1702, 0.3061], [-0.0655, -0.0622, -0.1070], [-0.1144, -0.1671, 0.0464], [-0.0087, 0.0701, 0.0132], [0.0125, -0.0016, -0.0489], [0.0494, 0.1417, 0.1522], [-0.1723, -0.2115, 0.1404], [0.0182, -0.0043, 0.0099]]
}

---

2.
{
  "formula": "C34H71Cl2F9NO9P2S5",
  "method": "the ωB97M-V functional and the def2-TZVPD basis",
  "lumo_ev": -3.40,
  "charge": 1,
  "homo_ev": -9.2364,
  "max_force_ev_per_a": 5.619,
  "orbital_gap_ev": 5.8,
  "elements": ["C", "H", "H", "C", "H", "H", "C", "F", "Cl", "C", "H", "O", "S", "F", "H", "H", "H", "N", "H", "H", "C", "C", "C", "H", "C", "Cl", "H", "H", "H", "C", "H", "H", "P", "S", "H", "H", "H", "H", "O", "H", "H", "F", "H", "H", "H", "S", "C", "H", "O", "O", "C", "H", "H", "H", "H", "O", "C", "H", "H", "H", "C", "C", "C", "F", "H", "C", "C", "H", "H", "O", "H", "H", "H", "H", "C", "H", "H", "H", "C", "F", "H", "H", "H", "H", "C", "H", "H", "H", "H", "O", "S", "H", "H", "C", "C", "C", "H", "P", "H", "C", "F", "O", "H", "C", "F", "H", "C", "H", "H", "H", "H", "H", "O", "F", "C", "H", "H", "H", "H", "C", "H", "F", "C", "C", "H", "H", "C", "C", "C", "S", "H", "H", "C"],
  "positions_angstrom": [[-12.718, -1.735, -3.042], [-3.655, 2.704, -1.494], [12.519, -3.731, -3.000], [6.578, -0.162, 2.029], [-2.111, 1.483, -2.471], [9.608, -3.956, 2.069], [-8.673, -1.087, 0.668], [-10.030, -2.593, -1.016], [-8.310, 3.787, -2.726], [-8.382, 3.483, 1.063], [5.987, 1.321, 0.396], [-14.449, 0.239, -2.529], [18.271, -1.931, -5.641], [-11.565, -3.752, 3.285], [16.419, -2.890, -6.855], [3.744, 0.333, 1.692], [-4.226, -0.265, -1.387], [-8.309, 1.314, -0.539], [5.843, -0.700, 2.773], [10.754, -1.709, 1.917], [-0.845, 1.050, -0.621], [-2.080, 0.653, -1.623], [5.273, 4.735, 5.493], [-15.470, -2.327, -3.309], [18.288, -0.776, -7.033], [-5.751, 4.394, 1.434], [13.365, -1.404, -3.499], [0.588, -0.796, -0.792], [17.265, -0.563, -7.354], [-15.223, -2.305, -2.245], [-9.842, 2.883, -0.561], [-3.267, 2.527, 2.424], [-8.528, 1.733, -2.304], [-13.964, -1.046, -1.925], [12.027, -2.387, 0.856], [-5.735, 1.668, -2.227], [-6.039, 3.262, -1.144], [-3.280, 0.088, 0.232], [-8.142, 4.770, 0.334], [-9.141, 3.814, 1.927], [-9.169, -0.633, 1.642], [-11.045, -4.248, 0.600], [17.229, -4.078, -5.803], [-10.847, 1.780, -2.136], [6.322, -0.433, -0.255], [14.371, -2.773, -1.785], [-3.554, 0.525, -0.844], [-8.520, -0.596, -1.543], [-10.120, 1.726, 1.168], [-10.202, 1.415, -2.808], [9.855, -4.244, 1.045], [-16.118, -2.053, -1.671], [14.086, -4.448, -3.490], [-10.122, -0.056, -0.708], [-7.526, -1.232, 0.972], [8.509, -2.104, 0.173], [4.160, -0.168, 0.719], [-0.649, 2.224, -0.713], [2.144, 2.102, -0.817], [4.714, 4.599, 4.564], [-9.122, 2.326, 0.214], [17.387, -3.254, -6.502], [-6.819, 1.241, -0.143], [-11.517, -0.287, 2.910], [-3.968, 2.495, 0.351], [5.789, 0.182, 0.595], [3.315, 0.156, -0.647], [4.587, 4.666, 6.340], [-6.386, 0.132, -0.260], [13.444, -2.214, -0.747], [-9.092, 5.141, 0.265], [-13.118, -1.792, -4.058], [7.612, 5.024, 7.055], [14.958, -2.049, -4.004], [7.246, 4.000, 7.167], [10.847, -4.703, 1.013], [17.986, -3.606, -7.345], [4.126, -1.350, 0.877], [-10.782, -2.688, 2.548], [-12.060, -1.310, 0.694], [7.543, -0.828, 1.848], [8.081, 3.344, 7.421], [-14.853, -3.282, -1.925], [18.766, 0.152, -6.710], [0.596, 0.347, -1.086], [-7.562, 0.988, 2.034], [7.955, 1.664, 1.998], [-12.429, -2.730, -2.697], [-10.803, 2.446, 1.415], [7.527, 3.665, 4.528], [9.827, -2.790, -0.032], [-4.722, 2.891, 3.619], [18.858, -1.207, -7.859], [-5.817, 2.102, -1.115], [14.388, -1.617, -3.178], [-11.865, -1.539, 2.140], [4.057, 0.737, -1.377], [-5.153, 0.768, 2.326], [-1.034, 0.843, 0.514], [-6.667, 1.562, 1.479], [-9.754, -2.232, 3.558], [17.344, -1.372, -4.602], [9.115, -4.961, 0.682], [11.075, -1.852, 0.882], [-9.118, -4.483, 1.981], [14.866, -0.690, -2.855], [-8.963, -0.086, -0.558], [-5.615, 0.352, 4.488], [6.497, 3.954, 7.961], [-1.772, -0.361, -2.162], [-3.423, 1.581, 4.095], [5.759, 5.714, 5.483], [-5.713, -0.250, 3.673], [-7.971, -3.369, -0.115], [-10.007, -3.440, 1.345], [6.169, 1.986, 2.755], [7.558, 1.134, 3.776], [-7.184, 3.163, 3.013], [-11.843, -1.081, -3.033], [-6.993, 3.115, 1.835], [11.196, -0.878, 0.404], [-13.219, -1.941, 2.679], [-4.203, 2.018, -0.685], [13.487, -4.095, -2.647], [1.838, 1.151, 0.786], [0.715, 0.514, -2.246], [1.912, 1.018, -0.375], [7.098, 1.248, 2.706], [-9.205, -2.575, 0.250], [6.518, 3.428, 5.613], [3.084, -0.892, -1.166], [13.329, -4.919, -1.948], [-4.015, 2.039, 3.194]],
  "atomic_forces_ev_per_a": [[-0.0032, -0.0461, -0.0903], [-1.3431, -1.3713, 1.8085], [0.0782, 0.0563, 0.0698], [0.4173, 0.5418, 0.1499], [-0.1349, -1.8010, 1.7011], [0.0070, 0.0653, -0.1036], [0.3849, 0.2738, 0.9091], [2.4311, 0.4628, 3.8252], [-0.5976, -1.1957, 0.9999], [0.1695, 2.4815, 1.4511], [-0.6450, -2.0680, 0.2004], [0.3496, -0.5451, 0.2333], [-0.2389, 0.1866, 0.2060], [2.6993, 3.5584, -2.6070], [0.0872, 0.0631, 0.0504], [0.6514, -0.7824, -1.9393], [1.0422, 1.6768, 0.8985], [-1.5277, -0.1637, 1.9430], [1.4157, 0.9186, -1.4767], [-0.2022, -0.0537, -0.0935], [1.1302, 0.9759, -0.4298], [0.3798, -0.2583, -0.1656], [-0.0217, 0.1342, -0.0142], [0.0926, 0.0984, 0.0776], [-0.0826, 0.0729, -0.0396], [-0.4476, -1.2953, 0.4457], [-0.0072, -0.0843, 0.1530], [-0.0810, 2.2351, -0.8687], [0.0461, -0.0617, 0.0984], [-0.0699, -0.0137, -0.0351], [1.8819, -0.9846, 1.3761], [-1.5986, -1.1083, 1.5637], [-0.9104, -0.5512, -5.0317], [-0.2899, 0.2099, -0.3814], [-0.2056, 0.1159, -0.1325], [-0.7956, 0.8874, 2.4918], [0.0472, -2.5171, 0.0776], [-0.8697, 0.8719, -2.4106], [-3.2719, -1.7721, 0.4764], [1.4212, -1.2659, -1.9316], [0.6452, -1.2574, -2.0083], [3.0861, 2.7020, 2.4625], [0.1044, 0.1610, -0.0053], [0.3873, -0.3739, -1.1779], [-1.3213, 1.1572, 1.5825], [-0.0704, 0.2150, -0.0896], [1.7233, -0.0020, 0.5299], [-0.8811, 1.0985, 2.0309], [0.6770, 1.1045, -1.0314], [2.2972, 1.3839, 3.2452], [-0.0859, -0.0591, 0.0930], [0.1881, 0.0678, -0.0300], [0.0248, 0.0723, 0.0966], [2.3485, 0.4218, 0.3687], [-2.5253, 0.2284, -0.9671], [0.4069, -0.3136, -0.0012], [1.2257, -1.0183, -0.2129], [-0.5198, -2.4235, 0.3079], [-0.8830, -2.2537, 0.9444], [0.1581, -0.0903, 0.1003], [-3.3426, 2.6915, 1.6691], [-0.1259, -0.0199, -0.0197], [3.5375, -0.7551, 0.8187], [-1.0876, -4.0806, -3.2683], [-0.6346, -0.9387, -1.8578], [0.3803, -0.2880, 0.8163], [0.3218, -0.2812, -0.1180], [0.0693, -0.0555, -0.0404], [-1.5173, 2.2556, 0.0756], [0.2740, -0.2575, -0.5402], [2.3484, -0.4906, -0.1012], [-0.0302, 0.0647, 0.1099], [-0.0458, -0.0885, -0.0894], [0.0856, 0.0721, 0.1853], [0.0639, 0.0959, 0.0571], [-0.0470, 0.0995, -0.0546], [0.0048, 0.0561, 0.0919], [-0.0183, 2.5602, -0.0971], [0.2722, -2.4600, 3.3437], [1.2449, -0.5806, 5.1529], [-2.3656, 1.2286, 0.2325], [-0.1423, 0.0193, -0.1446], [0.0329, 0.1020, 0.0169], [-0.0476, -0.1940, 0.0704], [-0.0294, 0.4701, 0.5279], [1.7633, 1.1267, -1.2161], [-1.9591, -0.5589, 1.5429], [-0.0415, 0.0751, 0.0385], [1.7214, -1.5918, -0.7253], [-0.5639, 0.1368, 0.7907], [0.0401, 0.2796, 0.2203], [1.7860, -1.4805, -0.7040], [-0.0129, -0.0168, 0.1127], [1.5440, 0.7746, -0.3444], [-0.1386, 0.0112, -0.0124], [-3.4543, 1.7796, 1.4919], [-1.8137, -1.1333, 1.4924], [1.3335, -2.4075, 0.3214], [0.1509, 0.1423, -2.1361], [-2.1612, 1.2832, 0.7105], [-3.4045, -0.9948, -3.6193], [0.2334, -0.2799, -0.5796], [0.0676, 0.1663, -0.0344], [-0.0723, -0.0411, 0.2454], [-2.8182, 3.8499, -2.0512], [0.0173, -0.2365, 0.0156], [-0.4352, -2.6325, -1.1569], [-0.4610, -1.5366, -1.3865], [0.0103, -0.0385, -0.0876], [-0.8988, 2.0179, 1.2237], [-1.2059, 0.5333, -1.9312], [0.0450, -0.1165, -0.0107], [0.5884, 3.8313, -0.0992], [-3.7530, 2.3391, 1.0342], [-0.6916, -4.3774, -0.1283], [2.1700, -1.3260, -0.0950], [-0.9839, 0.0983, -2.0752], [0.4890, 0.0282, -2.7272], [-0.1359, 0.0002, 0.0459], [-1.4253, -1.1582, 0.5631], [-0.0331, -0.2308, -0.0518], [4.9343, 1.5567, -2.1927], [0.0439, -0.1250, -0.8609], [-0.1660, -0.0211, 0.0059], [-0.2744, -0.3848, -2.1503], [-0.2842, -0.6510, 2.2617], [1.1987, 0.4525, -0.4366], [-0.2574, -0.3556, -0.6109], [1.6672, -1.1584, -2.4696], [0.4767, 0.1496, -0.4655], [0.3288, 2.3409, 1.0226], [0.0833, 0.1519, -0.0128], [-0.8228, 1.7351, 0.7008]]
}

---

> What is the formula in the first record?

C34H70F4N5O10